C47H125N17O19 | ωB97M-V/def2-TZVPD

Kohn-Sham gap	8.719	eV
SMILES	COCCNCCOC.COCCNCCOC.COCCNCCOC.COCCNCCOC.COCCNCCOC.COCCNCCOC.COCCNCCOC.NC(N)=O.NC(N)=O.NC(N)=O.NC(N)=O.NC(N)=O
total energy	-114996.1198	eV
energy above the lowest of the compared OMol25 structures with the same formula, charge and spin	93.3	kJ/mol
multiplicity	1

Cartesian coordinates (Å):
C (2.66375, -27.43828, -2.57546)
O (2.42742, -28.86878, -2.32147)
C (3.64681, -29.46146, -1.85711)
C (3.45134, -30.90791, -1.48938)
N (3.24131, -31.72978, -2.71574)
C (2.83796, -33.12746, -2.35574)
C (2.79842, -34.02988, -3.52469)
O (1.92676, -33.61372, -4.52799)
C (2.10994, -34.40842, -5.70263)
H (3.47122, -27.38951, -3.31090)
H (2.96765, -27.00275, -1.63613)
H (1.72111, -27.01259, -2.87034)
H (4.00128, -28.91049, -0.97593)
H (4.40690, -29.40039, -2.66993)
H (2.57268, -30.98211, -0.80675)
H (4.30126, -31.25408, -0.88250)
H (2.46248, -31.29503, -3.23329)
H (1.87565, -33.14026, -1.82175)
H (3.51001, -33.47962, -1.57155)
H (2.68956, -35.12602, -3.25518)
H (3.79581, -33.86876, -3.98816)
H (1.29955, -34.13398, -6.40064)
H (2.01139, -35.48334, -5.48368)
H (3.07089, -34.25308, -6.21310)
C (0.80609, -20.06428, -1.10364)
O (0.83647, -20.74416, -2.36759)
C (1.40496, -22.01790, -2.23754)
C (1.03342, -23.01177, -3.28737)
N (-0.26756, -23.53156, -3.18725)
C (-0.50916, -24.63120, -4.04670)
C (-1.91356, -25.10065, -3.99705)
O (-2.90453, -24.14844, -4.32931)
C (-2.77650, -23.40945, -5.55355)
H (0.31393, -19.11787, -1.33002)
H (1.79964, -19.85700, -0.70467)
H (0.21702, -20.66154, -0.37927)
H (1.16654, -22.41795, -1.26910)
H (2.50433, -21.93071, -2.26293)
H (1.76608, -23.78292, -3.01920)
H (1.32401, -22.65442, -4.27441)
H (-1.08572, -22.92427, -3.20808)
H (0.00325, -25.50434, -3.66645)
H (-0.19125, -24.52498, -5.08355)
H (-2.11174, -25.35816, -2.96616)
H (-1.90542, -25.95282, -4.66409)
H (-3.75260, -23.38044, -5.96908)
H (-2.00795, -23.84941, -6.20090)
H (-2.51206, -22.33764, -5.42354)
C (-1.92316, -29.95995, 0.82775)
O (-2.01776, -29.38941, -0.44162)
C (-0.99230, -29.87273, -1.35749)
C (-1.39784, -29.31628, -2.70788)
N (-0.44734, -29.53681, -3.76566)
C (-0.38717, -30.89845, -4.24518)
C (0.38319, -30.94397, -5.49243)
O (1.67841, -30.51707, -5.18883)
C (2.56989, -30.41543, -6.32848)
H (-2.78734, -29.63576, 1.41761)
H (-0.97625, -29.65546, 1.28435)
H (-1.95445, -31.05506, 0.71837)
H (-1.00500, -30.97625, -1.39434)
H (-0.03996, -29.50439, -0.97550)
H (-1.54880, -28.24332, -2.55450)
H (-2.37528, -29.76571, -2.96394)
H (0.47484, -29.22695, -3.41787)
H (-1.40672, -31.25797, -4.42330)
H (0.03082, -31.59612, -3.49510)
H (-0.13790, -30.34158, -6.24227)
H (0.58868, -31.91073, -5.94282)
H (2.11075, -29.71077, -7.03583)
H (2.64818, -31.40376, -6.81936)
H (3.56589, -30.03671, -6.07037)
C (9.60623, -28.21112, -10.24490)
O (8.25243, -28.33553, -10.57074)
C (7.47950, -27.31393, -9.90402)
C (6.02751, -27.60984, -10.31351)
N (5.43590, -28.67135, -9.56243)
C (5.89145, -30.06503, -9.74651)
C (4.79342, -30.93902, -9.18303)
O (5.25659, -32.27130, -9.25340)
C (4.52163, -33.15240, -8.45039)
H (9.81951, -28.46650, -9.17246)
H (9.92233, -27.18529, -10.37978)
H (10.21422, -28.94759, -10.78423)
H (7.77267, -26.33870, -10.26963)
H (7.56089, -27.37103, -8.80980)
H (6.02536, -27.92759, -11.36161)
H (5.52514, -26.65894, -10.23200)
H (5.59280, -28.41317, -8.59946)
H (6.84369, -30.33022, -9.23600)
H (6.06269, -30.21083, -10.79552)
H (3.86194, -30.84202, -9.76772)
H (4.57084, -30.62235, -8.14599)
H (5.03430, -34.12905, -8.39887)
H (3.51339, -33.34453, -8.88714)
H (4.43543, -32.77598, -7.40853)
C (6.40446, -23.93462, -8.40478)
O (7.75861, -23.88047, -8.93201)
C (8.73418, -24.33292, -8.01576)
C (10.08073, -23.59065, -8.19252)
N (9.88070, -22.14350, -7.94861)
C (11.14801, -21.46290, -8.27290)
C (12.27714, -21.54484, -7.33336)
O (12.04133, -20.61727, -6.23884)
C (13.19798, -20.43030, -5.43507)
H (5.87402, -23.14612, -8.94794)
H (6.36442, -23.75189, -7.33053)
H (5.99920, -24.92000, -8.58401)
H (8.91874, -25.36772, -8.23749)
H (8.43338, -24.14796, -6.97870)
H (10.53101, -23.82679, -9.18532)
H (10.80567, -23.99193, -7.48545)
H (9.16432, -21.78274, -8.57425)
H (10.84568, -20.41890, -8.43423)
H (11.50788, -21.86200, -9.23712)
H (13.22913, -21.29879, -7.81062)
H (12.23447, -22.59244, -6.98479)
H (13.10937, -21.08403, -4.51536)
H (13.17548, -19.41428, -5.09677)
H (14.16848, -20.67915, -5.87178)
C (6.90931, -26.86076, -2.40395)
O (8.36467, -27.09199, -2.40318)
C (8.80099, -28.41618, -2.22811)
C (10.34727, -28.54118, -2.49558)
N (10.46234, -28.20465, -3.87355)
C (11.88261, -28.24366, -4.26194)
C (12.07429, -28.05653, -5.77233)
O (13.18289, -28.82301, -6.08098)
C (13.54872, -28.88742, -7.42809)
H (6.55736, -26.78848, -1.37843)
H (6.36739, -27.66121, -2.92152)
H (6.74314, -25.92448, -2.91078)
H (8.21829, -29.12383, -2.86978)
H (8.68838, -28.75494, -1.18347)
H (10.70945, -29.55214, -2.32864)
H (10.85333, -27.85386, -1.78205)
H (10.11074, -27.24099, -3.98239)
H (12.29934, -29.21824, -4.05236)
H (12.46512, -27.53967, -3.62239)
H (12.34995, -27.02802, -6.07179)
H (11.18053, -28.29695, -6.37261)
H (12.91292, -29.51175, -8.06914)
H (14.55796, -29.29550, -7.49630)
H (13.56461, -27.89572, -7.91463)
C (2.24024, -20.12492, -13.18523)
O (2.42549, -20.46638, -11.81687)
C (3.44836, -21.47966, -11.62400)
C (3.23595, -22.07048, -10.24960)
N (1.93497, -22.68932, -10.14144)
C (1.61294, -23.15537, -8.81205)
C (2.14712, -24.54828, -8.36883)
O (1.60070, -25.54441, -9.22991)
C (2.42200, -26.67644, -9.26399)
H (3.22554, -20.02383, -13.65224)
H (1.63862, -19.23674, -13.22080)
H (1.70542, -20.89100, -13.76125)
H (4.41005, -20.98254, -11.78194)
H (3.27554, -22.24805, -12.39248)
H (3.40591, -21.35380, -9.50371)
H (4.10025, -22.72854, -10.03304)
H (1.30815, -21.91704, -10.38659)
H (0.51340, -23.27191, -8.91690)
H (1.67415, -22.40328, -8.00442)
H (1.71738, -24.71002, -7.39441)
H (3.23349, -24.61617, -8.35121)
H (2.52136, -27.10401, -8.23245)
H (3.46108, -26.46071, -9.56157)
H (1.97650, -27.42552, -9.94265)
N (8.19238, -29.52145, -5.80082)
C (7.18602, -28.64216, -5.95975)
N (7.54726, -27.32895, -5.72824)
O (6.00795, -28.93739, -6.33276)
H (9.11590, -29.14767, -5.58872)
H (8.03596, -30.54997, -5.75566)
H (6.79336, -26.67466, -5.72644)
H (8.42528, -27.05884, -5.30445)
N (5.54136, -22.79739, -4.70881)
C (4.73309, -21.91550, -5.25659)
N (5.13277, -20.77465, -5.79890)
O (3.51755, -22.21630, -5.32005)
H (5.33294, -23.80793, -4.79762)
H (6.51221, -22.64640, -4.75398)
H (5.96921, -20.30571, -5.53953)
H (4.34188, -20.16084, -5.99963)
N (3.77580, -27.36283, -5.69693)
C (4.08952, -26.04575, -5.43512)
N (2.92491, -25.29367, -5.28583)
O (5.25410, -25.61284, -5.31894)
H (4.50198, -27.97592, -6.01911)
H (2.84783, -27.58334, -6.04055)
H (2.02538, -25.75110, -5.30909)
H (2.86065, -24.28583, -5.07116)
N (6.79424, -33.44229, -3.75328)
C (6.93554, -32.43509, -4.57303)
N (5.96419, -31.51149, -4.80579)
O (8.01543, -32.28281, -5.12901)
H (7.66353, -33.68930, -3.32190)
H (5.94680, -33.29533, -3.21415)
H (5.07284, -31.43552, -4.27942)
H (6.11512, -30.88661, -5.61528)
N (-1.18401, -28.15658, -6.39397)
C (-0.25884, -27.35059, -6.80659)
N (-0.59794, -26.52091, -7.82361)
O (0.81612, -27.24537, -6.25835)
H (-1.06261, -28.72115, -5.52440)
H (-2.13566, -28.15719, -6.70917)
H (0.27046, -26.13599, -8.22798)
H (-1.29044, -26.57363, -8.53423)